1.
Formula: C3H10N2O
Source: OMol25
Level of theory: the ωB97M-V functional and the def2-TZVPD basis

Atoms and positions in Å:
H: 1.198 -1.435 2.689
N: 1.139 -0.657 2.042
C: 0.514 -1.033 0.985
N: 0.320 -0.219 -0.080
C: -0.754 -0.584 -1.054
C: -0.643 0.229 -2.334
H: 0.021 -2.013 0.964
H: 0.737 0.692 0.059
H: -0.709 -1.678 -1.143
H: -1.654 -0.460 -0.439
H: 0.165 -0.163 -2.949
H: -1.557 0.191 -2.931
H: -0.423 1.194 -1.867
O: 0.662 2.237 1.720
H: -0.126 2.243 2.267
H: 1.111 1.457 2.074

Calculated values
**HOMO-LUMO gap**: 0.35959 Eh
**Structure (SMILES)**: [H]/N=C/NCC.O
**Largest force on an atom**: 1.9 eV/A
**Lowest unoccupied orbital energy**: 0.952 eV
**ΔE to the lowest compared entry with this formula, charge and spin**: 95.8 kJ/mol
**HOMO level**: -0.3246 Ha

***

2.
Formula: C8H10IN3
Source: OMol25
Level of theory: the ωB97M-V functional and the def2-TZVPD basis

Atoms and positions in Å:
C: -0.693 -3.001 -0.300
C: -1.632 -2.326 0.419
C: 0.235 -1.113 0.155
C: -1.043 1.117 0.934
C: 0.221 1.268 0.508
C: 1.049 0.126 0.131
C: 1.068 2.564 0.557
C: 1.538 0.145 -1.353
N: 0.473 -2.282 -0.390
N: -1.081 -1.101 0.668
N: -1.679 -0.032 1.102
I: -4.002 0.288 -0.844
H: -0.737 -4.018 -0.716
H: -2.612 -2.582 0.894
H: -1.583 2.037 1.290
H: 1.983 0.023 0.535
H: 1.925 2.091 0.845
H: 0.803 3.379 1.151
H: 0.973 3.093 -0.439
H: 0.577 0.384 -1.980
H: 1.888 -0.874 -1.530
H: 2.330 0.815 -1.638

Calculated values
**HOMO-LUMO gap (spin up / spin down)**: 0.27851 / 0.20300 Eh
**Largest force on an atom**: 4.5 eV/A
**Lowest unoccupied orbital energy (spin up / spin down)**: -1.375 / -2.499 eV
**ΔE to the lowest compared entry with this formula, charge and spin**: 214.4 kJ/mol
**HOMO level (spin up / spin down)**: -0.3291 / -0.2948 Ha

***

3.
Formula: C3H6GaO3
Source: OMol25
Level of theory: the ωB97M-V functional and the def2-TZVPD basis

Atoms and positions in Å:
H: 1.699 -0.055 1.305
O: -0.486 1.199 -0.890
C: 0.116 0.135 -0.899
O: -0.475 -0.710 -0.022
Ga: -0.762 1.220 1.498
O: 1.413 0.121 -0.731
C: 2.010 0.595 0.477
H: 1.711 1.631 0.711
H: 3.098 0.571 0.360
C: -1.823 -1.106 -0.394
H: -2.345 -1.053 0.564
H: -2.418 -0.484 -1.067
H: -1.739 -2.065 -0.913

Calculated values
**HOMO-LUMO gap (spin up / spin down)**: 0.20419 / 0.23834 Eh
**Largest force on an atom**: 5.9 eV/A
**Lowest unoccupied orbital energy (spin up / spin down)**: -21.717 / -20.669 eV
**Charge**: +3
**ΔE to the lowest compared entry with this formula, charge and spin**: 408.8 kJ/mol
**HOMO level (spin up / spin down)**: -1.0023 / -0.9979 Ha

***

4.
Formula: C38H33Br2CuN3O2S4Te
Source: OMol25
Level of theory: the ωB97M-V functional and the def2-TZVPD basis

Atoms and positions in Å:
Cu: -0.032 0.188 -0.163
Br: 0.568 -0.088 6.277
C: 0.337 0.023 4.382
C: -0.954 0.171 3.854
C: -1.051 0.214 2.476
N: -0.022 0.129 1.665
C: 1.242 -0.040 2.169
C: 1.428 -0.076 3.578
C: 2.264 -0.223 1.229
C: 3.641 -0.388 1.517
C: 4.500 -0.604 0.487
Br: 6.371 -0.770 0.839
C: 4.056 -0.685 -0.849
C: 2.713 -0.486 -1.064
N: 1.851 -0.241 -0.092
H: -1.825 0.243 4.483
H: -2.014 0.336 2.003
H: 2.416 -0.203 3.986
H: 3.988 -0.318 2.536
H: 4.736 -0.872 -1.663
H: 2.295 -0.502 -2.063
O: -3.378 -3.283 -4.673
C: -2.667 -2.748 -3.857
S: -2.082 -3.532 -2.395
C: -1.087 -2.206 -1.775
C: -1.082 -1.084 -2.534
S: -0.150 0.339 -2.276
S: -2.070 -1.102 -3.991
S: -0.281 -2.430 -0.292
C: 3.477 8.168 3.511
C: 2.735 7.049 2.834
C: 1.841 7.288 1.805
C: 1.152 6.250 1.194
C: 0.186 6.559 0.092
C: 1.348 4.925 1.598
Te: 0.076 3.307 0.735
N: -1.438 1.460 -0.101
C: -2.672 1.158 -0.402
O: -3.157 0.086 -0.778
C: -3.608 2.349 -0.261
C: -3.563 3.212 0.826
C: -4.456 4.268 0.905
C: -5.392 4.471 -0.097
C: -5.451 3.598 -1.172
C: -4.568 2.536 -1.250
C: 0.889 3.534 -1.224
C: 0.048 3.793 -2.303
C: -1.425 3.989 -2.154
C: 0.576 3.832 -3.588
C: 1.919 3.618 -3.836
C: 2.474 3.621 -5.231
C: 2.749 3.373 -2.754
C: 2.252 3.326 -1.460
C: 3.211 3.067 -0.339
C: 2.249 4.686 2.640
C: 2.552 3.303 3.147
C: 2.932 5.738 3.234
H: 3.137 9.136 3.146
H: 4.549 8.090 3.325
H: 3.321 8.126 4.589
H: 1.674 8.305 1.471
H: 0.013 7.630 0.004
H: -0.764 6.057 0.280
H: 0.565 6.182 -0.857
H: -2.831 3.051 1.608
H: -4.421 4.942 1.752
H: -6.085 5.302 -0.038
H: -6.189 3.746 -1.951
H: -4.608 1.836 -2.072
H: -1.688 4.240 -1.128
H: -1.926 3.056 -2.402
H: -1.792 4.763 -2.828
H: -0.091 4.012 -4.421
H: 1.786 4.098 -5.925
H: 2.639 2.596 -5.564
H: 3.431 4.141 -5.263
H: 3.808 3.197 -2.924
H: 4.154 2.668 -0.713
H: 2.778 2.358 0.366
H: 3.413 3.995 0.198
H: 1.890 2.569 2.695
H: 2.437 3.256 4.229
H: 3.582 3.036 2.908
H: 3.639 5.528 4.028

Calculated values
**HOMO-LUMO gap (spin up / spin down)**: 0.16756 / 0.17889 Eh
**Largest force on an atom**: 1.9 eV/A
**Lowest unoccupied orbital energy (spin up / spin down)**: 3.718 / 3.715 eV
**Spin multiplicity**: 2
**Charge**: -2
**ΔE to the lowest compared entry with this formula, charge and spin**: 160.0 kJ/mol
**HOMO level (spin up / spin down)**: -0.0309 / -0.0424 Ha

***

5.
Formula: C2H7N3OS
Source: OMol25
Level of theory: the ωB97M-V functional and the def2-TZVPD basis

Atoms and positions in Å:
C: -0.691 -1.199 -0.837
N: -0.720 0.129 -0.433
C: 0.054 0.573 0.392
N: -0.073 1.741 0.968
O: -1.238 2.363 0.544
N: 1.315 -0.112 0.686
S: 2.022 -1.061 -0.486
H: -1.810 -1.121 -1.270
H: 0.105 -1.474 -1.683
H: -0.824 -1.927 0.179
H: 0.663 2.459 0.636
H: -1.843 1.791 -0.068
H: 1.895 0.000 1.622
H: 1.142 -2.163 -0.250

Calculated values
**HOMO-LUMO gap**: 0.34744 Eh
**Structure (SMILES)**: C/N=C(/NO)NS
**Largest force on an atom**: 6.4 eV/A
**Lowest unoccupied orbital energy**: 0.561 eV
**ΔE to the lowest compared entry with this formula, charge and spin**: 424.8 kJ/mol
**HOMO level**: -0.3268 Ha

***

6.
Formula: C38H45BaBr2Cl4N5O8P2S
Source: OMol25
Level of theory: the ωB97M-V functional and the def2-TZVPD basis

Atoms and positions in Å:
Ba: -1.323 -0.010 1.032
Cl: 4.380 -2.458 4.821
C: 3.374 -1.303 4.080
C: 3.784 0.025 3.858
Cl: 5.380 0.548 4.568
C: 2.872 0.816 3.183
Cl: 3.416 2.502 2.961
C: 1.686 0.403 2.604
O: 0.861 1.221 1.888
C: 1.358 -1.007 2.747
O: 0.321 -1.472 2.171
C: 2.203 -1.830 3.440
Cl: 1.638 -3.463 3.583
C: 0.484 -5.310 -3.448
N: -0.367 -4.489 -2.624
C: -0.396 -4.504 -1.237
C: -1.349 -3.663 -0.879
N: -1.896 -3.119 -2.031
C: -1.302 -3.647 -3.144
S: -1.496 -3.473 -4.795
C: -3.043 -2.267 -1.857
C: -3.866 -1.942 -2.929
C: -4.912 -1.070 -2.634
C: -5.111 -0.469 -1.395
C: -4.180 -0.905 -0.402
N: -3.180 -1.793 -0.634
H: 1.360 -4.816 -3.940
H: -0.148 -5.791 -4.187
H: 0.982 -6.077 -2.824
H: 0.300 -5.034 -0.688
H: -1.641 -3.298 0.069
H: -3.723 -2.291 -3.986
H: -5.547 -0.861 -3.390
H: -5.916 0.246 -1.176
H: -4.344 -0.607 0.604
Br: -1.255 1.470 8.483
C: -1.562 1.134 6.624
C: -0.804 1.925 5.763
C: -0.976 1.620 4.391
N: -1.583 0.535 3.906
C: -2.074 -0.319 4.795
C: -2.187 0.015 6.137
C: -2.384 -1.647 4.239
C: -2.482 -2.758 5.042
C: -2.827 -3.962 4.450
Br: -2.969 -5.554 5.533
C: -3.134 -4.048 3.104
C: -2.908 -2.848 2.425
N: -2.563 -1.688 2.886
H: -0.135 2.667 6.170
H: -0.531 2.297 3.646
H: -2.630 -0.738 6.839
H: -2.399 -2.852 6.104
H: -3.471 -4.915 2.580
H: -2.944 -2.858 1.376
C: 3.185 -2.726 -2.149
C: 3.007 -1.859 -0.906
C: 4.101 -1.659 0.104
O: 2.710 -0.555 -1.398
P: 1.289 0.004 -1.770
O: 0.162 -0.852 -1.227
C: 1.639 1.699 -0.988
P: 0.243 2.770 -0.912
O: -1.045 1.982 -0.523
O: -0.116 3.463 -2.242
C: 0.850 4.361 -2.964
C: 0.669 4.077 -4.420
C: 0.557 5.813 -2.623
O: 0.730 3.854 0.077
C: 0.798 5.029 0.996
C: 2.138 5.580 1.076
C: 0.341 4.581 2.329
O: 1.216 0.145 -3.335
C: 0.156 -0.437 -4.127
C: -1.226 0.053 -3.756
C: 0.504 0.009 -5.554
H: 3.346 -3.818 -1.835
H: 3.959 -2.450 -2.810
H: 2.252 -2.701 -2.704
H: 2.101 -2.248 -0.375
H: 5.113 -1.522 -0.299
H: 4.164 -2.573 0.710
H: 3.833 -0.666 0.647
H: 2.542 2.198 -1.471
H: 1.800 1.529 0.081
H: 1.899 4.057 -2.686
H: -0.410 3.798 -4.670
H: 1.361 3.321 -4.794
H: 0.824 4.919 -5.065
H: -0.535 5.795 -2.667
H: 1.127 6.483 -3.273
H: 0.780 6.113 -1.573
H: 0.102 5.776 0.533
H: 2.926 4.872 1.302
H: 2.040 6.390 1.835
H: 2.404 6.194 0.209
H: 0.997 3.815 2.725
H: -0.676 4.171 2.237
H: 0.279 5.485 2.920
H: 0.210 -1.552 -4.065
H: -1.407 1.160 -3.795
H: -1.429 -0.172 -2.692
H: -2.030 -0.377 -4.295
H: 0.269 1.056 -5.678
H: -0.154 -0.454 -6.259
H: 1.558 -0.199 -5.781

Calculated values
**HOMO-LUMO gap**: 0.20534 Eh
**Largest force on an atom**: 4.5 eV/A
**Lowest unoccupied orbital energy**: -0.471 eV
**ΔE to the lowest compared entry with this formula, charge and spin**: 103.7 kJ/mol
**HOMO level**: -0.2227 Ha

***

7.
Formula: C6H13N2S
Source: OMol25
Level of theory: the ωB97M-V functional and the def2-TZVPD basis

Atoms and positions in Å:
C: 0.597 -0.722 3.302
S: 0.056 -1.258 1.666
C: 0.362 0.281 0.779
C: 2.219 0.538 0.915
N: 3.347 0.613 1.010
N: -0.021 0.270 -0.632
C: -1.498 0.214 -0.698
C: 0.449 1.503 -1.298
C: 0.549 -0.905 -1.325
H: -0.135 -0.040 3.731
H: 1.578 -0.255 3.221
H: 0.669 -1.622 3.909
H: -0.015 1.153 1.308
H: -1.822 0.177 -1.736
H: -1.857 -0.675 -0.180
H: -1.932 1.095 -0.226
H: 0.106 1.513 -2.332
H: 0.055 2.385 -0.792
H: 1.538 1.548 -1.285
H: 1.634 -0.898 -1.237
H: 0.167 -1.822 -0.881
H: 0.274 -0.880 -2.378

Calculated values
**HOMO-LUMO gap**: 0.37708 Eh
**Structure (SMILES)**: CS[C@@H](C#N)[N+](C)(C)C
**Largest force on an atom**: 6.2 eV/A
**Lowest unoccupied orbital energy**: -3.304 eV
**Charge**: +1
**ΔE to the lowest compared entry with this formula, charge and spin**: 304.9 kJ/mol
**HOMO level**: -0.4985 Ha

***

8.
Formula: C14H18O4
Source: OMol25
Level of theory: the ωB97M-V functional and the def2-TZVPD basis

Atoms and positions in Å:
C: 5.614 0.318 -0.158
H: 6.050 0.522 0.772
H: 6.395 -0.293 -0.753
H: 5.576 1.224 -0.826
O: 4.313 -0.479 -0.376
C: 3.251 0.314 0.422
O: 3.397 1.364 1.024
C: 1.988 -0.284 0.231
C: 1.779 -1.498 -0.384
C: 0.642 -2.200 -0.256
C: -0.539 -1.375 0.426
C: -0.425 -0.214 0.920
C: 0.951 0.101 0.898
H: 1.114 1.295 1.581
O: -1.362 0.247 1.596
C: -2.286 1.162 1.197
H: -2.813 1.357 1.954
C: -1.534 2.339 0.494
H: -0.321 2.307 0.314
C: -2.073 2.533 -0.897
C: -2.474 1.043 -1.438
H: -1.649 0.558 -1.407
C: -3.079 0.687 0.007
H: -4.151 1.017 0.194
H: -3.118 -0.337 -0.194
H: -3.018 1.000 -2.210
H: -2.924 2.932 -1.039
H: -1.275 3.062 -1.738
H: -1.734 3.274 1.087
O: -1.666 -2.194 0.586
C: -1.878 -3.342 -0.044
H: -1.799 -3.506 -1.208
H: -2.884 -3.679 0.279
H: -1.227 -4.297 0.447
H: 0.461 -3.177 -0.728
H: 2.700 -1.780 -0.770

Calculated values
**HOMO-LUMO gap**: 0.34253 Eh
**Largest force on an atom**: 13.0 eV/A
**Lowest unoccupied orbital energy**: 0.435 eV
**ΔE to the lowest compared entry with this formula, charge and spin**: 1078.2 kJ/mol
**HOMO level**: -0.3265 Ha

***

9.
Formula: C6H13NO2
Source: OMol25
Level of theory: the ωB97M-V functional and the def2-TZVPD basis

Atoms and positions in Å:
C: 2.530 0.979 0.867
O: 1.478 1.058 -0.068
C: 1.457 -0.044 -0.968
C: 0.874 -1.316 -0.381
N: -0.579 -1.267 -0.316
C: -1.093 -0.368 0.717
C: -1.856 0.819 0.084
C: -3.129 0.482 -0.688
O: -1.914 0.886 -1.292
H: 2.339 1.731 1.630
H: 2.578 0.004 1.354
H: 3.486 1.222 0.395
H: 0.842 0.263 -1.810
H: 2.479 -0.229 -1.316
H: 1.353 -1.588 0.566
H: 1.137 -2.104 -1.091
H: -0.936 -2.183 -0.089
H: -1.837 -0.866 1.337
H: -0.306 0.083 1.318
H: -1.844 1.749 0.646
H: -3.266 -0.577 -0.536
H: -3.793 1.268 -0.361

Calculated values
**HOMO-LUMO gap**: 0.36686 Eh
**Structure (SMILES)**: COCCNC[C@@H]1CO1
**Largest force on an atom**: 3.4 eV/A
**Lowest unoccupied orbital energy**: 0.976 eV
**ΔE to the lowest compared entry with this formula, charge and spin**: 370.8 kJ/mol
**HOMO level**: -0.3310 Ha

***

10.
Formula: C20H44LiN5O9
Source: OMol25
Level of theory: the ωB97M-V functional and the def2-TZVPD basis

Atoms and positions in Å:
Li: 11.334 3.833 8.046
C: 17.280 6.337 13.105
C: 16.161 5.370 12.713
C: 15.288 6.042 11.656
C: 14.221 5.021 11.105
N: 13.185 5.529 10.106
C: 12.032 4.511 9.969
C: 11.075 4.874 11.069
C: 11.401 6.252 11.611
C: 12.476 6.772 10.694
C: 13.876 5.745 8.751
H: 18.000 6.320 12.286
H: 17.849 6.016 13.978
H: 16.881 7.351 13.141
H: 15.692 4.898 13.576
H: 16.707 4.546 12.253
H: 15.841 6.378 10.779
H: 14.853 6.898 12.172
H: 13.713 4.451 11.882
H: 14.797 4.237 10.613
H: 11.483 4.609 9.033
H: 12.434 3.499 9.911
H: 10.102 5.000 10.595
H: 11.077 4.157 11.890
H: 10.552 6.934 11.656
H: 11.777 6.128 12.627
H: 12.041 7.322 9.860
H: 13.152 7.446 11.219
H: 14.168 4.814 8.265
H: 14.703 6.414 8.990
H: 13.192 6.246 8.066
C: 12.730 -0.017 6.414
C: 11.264 0.007 6.912
C: 10.238 0.645 5.902
C: 10.639 2.037 5.404
N: 9.589 2.841 4.558
C: 8.188 3.048 5.220
C: 8.340 4.252 6.117
C: 9.669 4.915 5.788
C: 10.057 4.319 4.424
C: 9.364 2.109 3.258
C: 10.589 2.118 2.394
C: 10.162 1.774 0.978
H: 12.845 -0.715 5.584
H: 13.490 -0.328 7.131
H: 13.071 0.971 6.104
H: 11.164 0.589 7.828
H: 10.950 -1.023 7.082
H: 9.292 0.668 6.443
H: 9.961 -0.055 5.114
H: 11.550 2.032 4.806
H: 10.869 2.697 6.240
H: 7.538 3.236 4.366
H: 7.751 2.208 5.760
H: 7.522 4.933 5.884
H: 8.254 3.857 7.129
H: 9.545 5.991 5.663
H: 10.405 4.741 6.573
H: 9.539 4.796 3.592
H: 11.130 4.452 4.284
H: 8.472 2.521 2.787
H: 9.016 1.132 3.595
H: 11.275 1.336 2.718
H: 11.147 3.052 2.471
H: 9.574 2.619 0.620
H: 9.395 1.000 0.933
H: 11.010 1.617 0.311
N: 13.062 3.271 7.011
O: 14.109 2.957 6.423
O: 11.982 3.144 6.588
O: 13.155 3.742 8.190
N: 10.487 2.443 9.009
O: 9.855 1.783 9.754
O: 9.953 3.027 8.088
O: 11.683 2.688 9.229
N: 10.954 6.303 7.905
O: 10.623 7.064 7.008
O: 11.346 6.781 9.053
O: 10.960 5.057 7.803

Calculated values
**HOMO-LUMO gap**: 0.33720 Eh
**Largest force on an atom**: 13.9 eV/A
**Lowest unoccupied orbital energy**: 0.422 eV
**HOMO level**: -0.3217 Ha

***

11.
Formula: C5H10BN
Source: OMol25
Level of theory: the ωB97M-V functional and the def2-TZVPD basis

Atoms and positions in Å:
C: -0.060 0.648 -1.570
C: -1.068 -0.160 -1.306
C: -2.017 -0.834 -0.422
N: -1.693 -1.418 -1.656
H: 0.157 0.712 -2.557
H: 0.137 1.435 -0.865
H: -1.547 -1.135 0.574
H: -3.045 -0.529 -0.473
H: -1.172 -2.194 -1.985
C: 2.452 -0.320 0.454
B: 1.318 0.266 0.975
C: 0.363 0.986 1.945
H: 3.451 -0.069 0.385
H: 2.223 -1.012 -0.328
H: -0.133 1.922 1.545
H: 0.994 1.385 2.772
H: -0.361 0.318 2.512

Calculated values
**HOMO-LUMO gap**: 0.32131 Eh
**Structure (SMILES)**: C=C1CN1.C=BC
**Largest force on an atom**: 3.5 eV/A
**Lowest unoccupied orbital energy**: 0.636 eV
**ΔE to the lowest compared entry with this formula, charge and spin**: 571.9 kJ/mol
**HOMO level**: -0.2979 Ha

***

Which of these has the highest largest force on an atom? C20H44LiN5O9